Entry 1:
Here is C19H20N4O3S in the gas phase from the Open Molecules 2025 dataset. Energies are from ωB97M-V with the def2-TZVPD basis set.

calculated total energy = -42967.3776 eV
gap between HOMO and LUMO = 8.1 eV
max |F| = 1.1 eV/Å
energy above the lowest of the compared OMol25 structures with the same formula, charge and spin = 120.9 kJ/mol
highest occupied orbital energy = -8.44 eV
SMILES string = O=C(CCN1C(=O)S/C(=C\c2ccccc2)C1=O)NCCCn1ccnc1

Cartesian coordinates (Å):
O  1.41322  1.94165  -0.91078
C  2.51194  1.90872  -0.39661
N  3.41412  0.93508  -0.63913
H  4.26986  0.90890  -0.10756
C  3.07894  -0.24466  -1.40236
C  2.94664  -1.47095  -0.49690
H  3.92024  -1.72383  -0.07083
C  2.41303  -2.68526  -1.26279
N  1.05460  -2.49371  -1.68795
C  0.61364  -2.12801  -2.91490
N  -0.68202  -1.99708  -2.95561
C  -1.11779  -2.27725  -1.70045
C  -0.05731  -2.58598  -0.89878
H  0.00955  -2.86908  0.13194
H  -2.16167  -2.23846  -1.46151
H  1.27093  -1.98202  -3.74934
H  2.45884  -3.56920  -0.61852
H  3.02726  -2.86838  -2.14962
H  2.26499  -1.22631  0.32034
H  3.84534  -0.41144  -2.16725
H  2.12433  -0.03184  -1.89032
C  2.96049  2.96225  0.60831
C  2.33875  2.61951  1.97162
N  0.91571  2.39420  1.82762
C  0.06008  3.45452  1.67757
O  0.34079  4.61013  1.81154
S  -1.56313  2.84157  1.28677
C  -1.01310  1.17805  1.29185
C  -1.70413  0.03901  1.08699
C  -3.09630  -0.17409  0.78908
C  -3.58264  -1.48845  0.81580
C  -4.90632  -1.75891  0.53729
C  -5.77421  -0.72525  0.21902
C  -5.30710  0.57939  0.18388
C  -3.98453  0.85679  0.46724
H  -3.63216  1.87476  0.42502
H  -5.97959  1.38552  -0.06844
H  -6.80941  -0.93670  -0.00342
H  -5.26526  -2.77727  0.56331
H  -2.90847  -2.29532  1.06425
H  -1.10444  -0.86047  1.17417
C  0.42153  1.12786  1.59387
O  1.09901  0.12571  1.67711
H  2.48912  3.44121  2.67534
H  2.76246  1.69444  2.37188
H  2.57918  3.93177  0.28400
H  4.04496  3.00893  0.69727


Entry 2:
Here is a molecular structure, C18H47MnO15P3 from the Open Molecules 2025 dataset. Energies are from ωB97M-V with the def2-TZVPD basis set.

calculated total energy = -109334.6699 eV
gap between HOMO and LUMO (alpha / beta) = 7.8 / 8.3 eV
max |F| = 3.6 eV/Å
multiplicity = 6
highest occupied orbital energy (alpha / beta) = -7.22 / -7.67 eV

Cartesian coordinates (Å):
Mn  -0.27619  0.30982  -0.58179
C  -4.15092  0.23353  -1.85428
C  -3.15204  1.30263  -1.25821
C  -3.98780  2.30857  -0.50113
O  -2.19694  0.75931  -0.39902
H  -3.60829  -0.32691  -2.57789
H  -5.12127  0.62162  -2.20506
H  -4.40301  -0.30602  -0.97059
H  -2.64815  1.83079  -2.11891
H  -3.36925  3.13941  -0.08249
H  -4.54189  1.87665  0.39064
H  -4.69057  2.88576  -1.08096
C  -0.71037  -0.12370  -4.24200
C  -0.81589  -1.13467  -3.12365
C  -0.98662  -2.51238  -3.79470
O  0.14113  -1.01065  -2.17869
H  -1.44716  -0.39352  -5.01237
H  0.29777  -0.23144  -4.73394
H  -0.91309  0.89596  -3.93599
H  -1.78646  -0.84524  -2.64152
H  -0.97688  -3.19411  -2.92569
H  -0.14609  -2.69514  -4.50169
H  -1.89523  -2.54117  -4.36339
C  1.67580  -1.12716  3.71346
C  2.07232  0.33871  3.91070
O  3.20039  0.66515  4.18127
C  0.94733  1.30373  3.77970
H  2.51730  -1.82388  3.95264
H  1.42815  -1.39275  2.68891
H  0.75917  -1.37119  4.26384
H  0.21775  1.32166  4.57754
H  0.39020  1.11839  2.86023
H  1.37041  2.33838  3.79655
C  -0.69527  4.45050  0.73885
O  0.76954  4.27348  0.50990
P  1.27991  3.52922  -0.75002
O  0.30001  2.40813  -1.14679
O  1.45805  4.60152  -1.85796
C  1.92423  4.32195  -3.17721
O  2.76497  3.23579  -0.40129
C  3.11814  2.67620  0.94460
H  -1.14047  4.81672  -0.13255
H  -0.76601  5.26652  1.54873
H  -1.16385  3.45512  1.11297
H  1.57539  3.32842  -3.57252
H  2.99108  4.34760  -3.29883
H  1.46043  5.10291  -3.82383
H  3.99293  3.16813  1.33616
H  3.25166  1.65271  0.89509
H  2.28587  2.90601  1.57368
C  1.28850  -3.35328  -0.73048
O  2.07807  -2.67130  0.26197
P  2.62421  -1.19293  0.09660
O  1.69995  -0.07099  0.23215
O  3.70701  -1.19445  1.22239
C  4.84324  -2.08555  1.07316
O  3.38098  -1.22713  -1.24557
C  3.66744  0.03315  -1.88717
H  1.04432  -4.30600  -0.26381
H  1.94352  -3.51034  -1.60824
H  0.42459  -2.77665  -1.08279
H  4.92399  -2.46949  0.02467
H  4.74933  -2.89800  1.77150
H  5.69470  -1.43602  1.32376
H  4.19531  0.79648  -1.24453
H  2.74869  0.42940  -2.29547
H  4.40430  -0.04426  -2.69432
C  -1.82373  -3.82831  3.74585
O  -0.95384  -3.10404  2.87292
P  -1.74553  -2.02727  1.98551
O  -0.77536  -1.25461  1.15716
O  -2.94590  -2.71413  1.16676
C  -2.66825  -3.10121  -0.18220
O  -2.57391  -1.25646  3.05439
C  -3.05577  0.01903  2.52340
H  -1.16667  -4.18624  4.58848
H  -2.38856  -4.53291  3.21183
H  -2.68707  -3.21745  4.09723
H  -2.05095  -2.32787  -0.65693
H  -3.54057  -3.07658  -0.76512
H  -2.09745  -4.07103  -0.37457
H  -4.11787  -0.06945  2.36225
H  -2.75090  0.23712  1.48018
H  -2.67601  0.72767  3.24852


Entry 3:
Here is a molecular structure, C4H6O2 from the Open Molecules 2025 dataset. Energies are from ωB97M-V with the def2-TZVPD basis set.

calculated total energy = -8336.8934 eV
gap between HOMO and LUMO = 9.7 eV
max |F| = 5.4 eV/Å
energy above the lowest of the compared OMol25 structures with the same formula, charge and spin = 344.2 kJ/mol
highest occupied orbital energy = -9.98 eV

Cartesian coordinates (Å):
C  -0.21151  -0.67102  1.25729
C  0.88564  0.08107  0.67664
C  0.63213  0.85373  -0.45505
C  -0.48043  0.70573  -1.42045
H  -1.32534  0.10278  0.85991
H  -0.03335  -0.65154  2.47954
H  -0.35745  -1.94902  0.93088
H  1.68587  0.16621  1.30832
H  1.38226  1.48365  -0.74863
H  -0.33263  -1.14683  -1.24697
O  -1.03931  -0.62214  -1.50821
O  -0.80587  1.64736  -2.13326


What did the first record say?
Here is C19H20N4O3S in the gas phase from the Open Molecules 2025 dataset. Energies are from ωB97M-V with the def2-TZVPD basis set.

calculated total energy = -42967.3776 eV
gap between HOMO and LUMO = 8.1 eV
max |F| = 1.1 eV/Å
energy above the lowest of the compared OMol25 structures with the same formula, charge and spin = 120.9 kJ/mol
highest occupied orbital energy = -8.44 eV
SMILES string = O=C(CCN1C(=O)S/C(=C\c2ccccc2)C1=O)NCCCn1ccnc1

Cartesian coordinates (Å):
O  1.41322  1.94165  -0.91078
C  2.51194  1.90872  -0.39661
N  3.41412  0.93508  -0.63913
H  4.26986  0.90890  -0.10756
C  3.07894  -0.24466  -1.40236
C  2.94664  -1.47095  -0.49690
H  3.92024  -1.72383  -0.07083
C  2.41303  -2.68526  -1.26279
N  1.05460  -2.49371  -1.68795
C  0.61364  -2.12801  -2.91490
N  -0.68202  -1.99708  -2.95561
C  -1.11779  -2.27725  -1.70045
C  -0.05731  -2.58598  -0.89878
H  0.00955  -2.86908  0.13194
H  -2.16167  -2.23846  -1.46151
H  1.27093  -1.98202  -3.74934
H  2.45884  -3.56920  -0.61852
H  3.02726  -2.86838  -2.14962
H  2.26499  -1.22631  0.32034
H  3.84534  -0.41144  -2.16725
H  2.12433  -0.03184  -1.89032
C  2.96049  2.96225  0.60831
C  2.33875  2.61951  1.97162
N  0.91571  2.39420  1.82762
C  0.06008  3.45452  1.67757
O  0.34079  4.61013  1.81154
S  -1.56313  2.84157  1.28677
C  -1.01310  1.17805  1.29185
C  -1.70413  0.03901  1.08699
C  -3.09630  -0.17409  0.78908
C  -3.58264  -1.48845  0.81580
C  -4.90632  -1.75891  0.53729
C  -5.77421  -0.72525  0.21902
C  -5.30710  0.57939  0.18388
C  -3.98453  0.85679  0.46724
H  -3.63216  1.87476  0.42502
H  -5.97959  1.38552  -0.06844
H  -6.80941  -0.93670  -0.00342
H  -5.26526  -2.77727  0.56331
H  -2.90847  -2.29532  1.06425
H  -1.10444  -0.86047  1.17417
C  0.42153  1.12786  1.59387
O  1.09901  0.12571  1.67711
H  2.48912  3.44121  2.67534
H  2.76246  1.69444  2.37188
H  2.57918  3.93177  0.28400
H  4.04496  3.00893  0.69727


> calculated total energy of number 2 (C18H47MnO15P3)?

-109334.6699 eV


> The highest max |F| belongs to which entry?

C4H6O2


Copy entry 3 word for word.
Here is a molecular structure, C4H6O2 from the Open Molecules 2025 dataset. Energies are from ωB97M-V with the def2-TZVPD basis set.

calculated total energy = -8336.8934 eV
gap between HOMO and LUMO = 9.7 eV
max |F| = 5.4 eV/Å
energy above the lowest of the compared OMol25 structures with the same formula, charge and spin = 344.2 kJ/mol
highest occupied orbital energy = -9.98 eV

Cartesian coordinates (Å):
C  -0.21151  -0.67102  1.25729
C  0.88564  0.08107  0.67664
C  0.63213  0.85373  -0.45505
C  -0.48043  0.70573  -1.42045
H  -1.32534  0.10278  0.85991
H  -0.03335  -0.65154  2.47954
H  -0.35745  -1.94902  0.93088
H  1.68587  0.16621  1.30832
H  1.38226  1.48365  -0.74863
H  -0.33263  -1.14683  -1.24697
O  -1.03931  -0.62214  -1.50821
O  -0.80587  1.64736  -2.13326